(1)
C27H21MoO4 as an isolated structure in a non-equilibrium geometry. Source: OMol25; level of theory: wB97M-V/def2-TZVPD.

Each line ends with the natural charge from an NBO analysis.
Atoms and positions in Å:
O (-7.7198, 5.0842, 5.4761)  -0.333
C (-6.6127, 4.7748, 5.3320)  0.573
Mo (-4.4699, 4.2103, 5.2023)  0.200
C (-4.1767, 3.3787, 7.4097)  0.576
O (-4.9517, 3.6998, 8.2219)  -0.435
C (-4.7473, 2.0868, 5.3773)  0.604
O (-5.0505, 0.9987, 5.5388)  -0.394
H (-2.9771, 2.5236, 8.1522)  0.200
C (-2.3421, 4.1454, 4.5531)  -0.280
C (-3.1874, 4.5559, 3.4420)  -0.235
C (-3.8435, 5.8123, 3.8338)  -0.268
C (-3.4016, 6.1647, 5.1655)  -0.238
C (-2.4610, 5.1319, 5.6224)  -0.235
H (-1.6596, 3.2783, 4.5739)  0.281
H (-3.2868, 4.0423, 2.4644)  0.299
H (-4.5021, 6.4338, 3.1963)  0.299
H (-3.6600, 7.0743, 5.7439)  0.286
H (-1.8558, 5.1481, 6.5523)  0.267
C (-6.1314, 4.9397, 15.8467)  -0.038
C (-5.5307, 5.6639, 14.8199)  -0.143
C (-5.7474, 5.3192, 13.4883)  -0.250
C (-6.5119, 4.1788, 13.2168)  0.342
O (-6.5120, 3.5554, 11.9628)  -0.324
C (-5.3051, 3.0026, 11.5149)  0.401
C (-5.3407, 1.6666, 11.0424)  -0.165
C (-4.2414, 1.1519, 10.3903)  -0.183
C (-3.1264, 1.9619, 10.0831)  0.257
C (-2.5204, 1.7534, 8.7617)  -0.442
C (-1.0059, 1.8361, 8.7740)  -0.010
C (-0.2461, 0.6766, 8.6363)  -0.114
C (1.1686, 0.6816, 8.6506)  -0.200
C (1.8609, 1.8809, 8.8874)  -0.091
C (1.1066, 3.0596, 9.0656)  -0.171
C (-0.2977, 3.0142, 9.0448)  -0.226
C (-3.0077, 3.1924, 10.7631)  -0.187
C (-4.1153, 3.7501, 11.4204)  -0.162
C (-7.2474, 3.5343, 14.2241)  -0.154
C (-7.0112, 3.9017, 15.5406)  -0.192
H (-5.9068, 5.1966, 16.8723)  0.267
H (-4.8913, 6.5215, 15.0134)  0.265
H (-5.2830, 5.8663, 12.6609)  0.238
H (-6.2703, 1.0903, 11.1733)  0.289
H (-4.2647, 0.1370, 9.9886)  0.275
H (-2.7981, 0.7339, 8.4579)  0.265
H (-0.6936, -0.3118, 8.6292)  0.229
H (1.7755, -0.2377, 8.5239)  0.266
H (2.9668, 1.9237, 8.9420)  0.265
H (1.6271, 4.0102, 9.2730)  0.254
H (-0.8120, 3.9147, 9.3492)  0.201
H (-2.0827, 3.7738, 10.6986)  0.267
H (-4.0653, 4.7877, 11.8057)  0.259
H (-7.9310, 2.7201, 13.9632)  0.270
H (-7.5334, 3.3787, 16.3374)  0.274

Atoms 1-2, force components in eV/Å:
4.2 -1.1 -0.7
-3.9 0.8 1.1

The calculation puts the LUMO energy at -14.14 eV. As for the spin multiplicity: 1. As for the net charge: +3. The gap between HOMO and LUMO comes out at 2.4 eV. The total energy is -38349.7647 eV. The molar mass comes out at 505.40 g/mol. Its relative energy (zero: lowest compared OMol25 entry of this formula, charge and spin) is 56.4 kJ/mol.

=====

(2)
A 2-piece molecular cluster, H2N2O2S overall in a non-equilibrium geometry. Source: OMol25; level of theory: wB97M-V/def2-TZVPD.

Each line ends with the natural charge from an NBO analysis.
Atoms and positions in Å:
N (-0.1811, -1.3881, 0.0320)  -0.225
N (-1.0424, -0.6333, 0.0332)  0.045
O (2.0138, 1.1760, 0.0717)  -0.779
O (-1.0073, 0.7834, -0.0310)  -0.625
S (2.3541, -0.2289, 0.0053)  0.755
H (-2.0279, -0.8457, 0.2553)  0.334
H (-0.1092, 1.1367, -0.3665)  0.495

Atoms 1-2, force components in eV/Å:
1.6 -1.4 -0.5
-1.4 0.0 0.8

The calculation puts the LUMO energy (alpha / beta) at 0.98 / -0.94 eV. As for the spin multiplicity: 3. The gap between HOMO and LUMO (alpha / beta) comes out at 9.6 / 8.6 eV. The total energy is -17937.8520 eV. The molar mass comes out at 94.09 g/mol. Its relative energy (zero: lowest compared OMol25 entry of this formula, charge and spin) is 109.6 kJ/mol.

=====

(3)
C31H26AsBr2IrNOS3SbSe as an isolated structure in a non-equilibrium geometry. Source: OMol25; level of theory: wB97M-V/def2-TZVPD.

Each line ends with the natural charge from an NBO analysis.
Atoms and positions in Å:
Ir (1.1238, -0.0069, -0.7299)  0.794
Br (3.5759, -0.3280, -0.1306)  -0.583
C (1.4894, 2.0039, -0.2150)  -0.709
Br (0.0603, 3.3514, -0.1173)  -0.103
H (2.1959, 2.4087, -0.9334)  0.209
H (1.9307, 2.0149, 0.7765)  0.202
S (-5.9778, 1.2701, 0.1379)  -0.904
Sb (-4.5403, 0.0710, -1.1919)  0.476
S (-2.3459, 0.1809, 0.1471)  -0.246
S (-1.0704, 0.4099, -1.3678)  0.014
O (0.3702, 0.0926, 1.7119)  -1.120
As (0.6306, -1.2148, 2.6610)  1.989
C (1.8386, -0.6962, 4.0917)  -0.291
C (3.0641, -0.1708, 3.6863)  -0.209
C (3.9375, 0.3513, 4.6295)  -0.213
C (3.5923, 0.3505, 5.9765)  -0.218
C (2.3811, -0.1922, 6.3809)  -0.217
C (1.5010, -0.7125, 5.4394)  -0.246
C (1.4847, -2.7518, 1.8827)  -0.461
C (1.6800, -2.9285, 0.5048)  0.086
C (2.5850, -3.9374, 0.1419)  -0.216
C (3.1828, -4.7717, 1.0672)  -0.181
C (2.9087, -4.6324, 2.4240)  -0.278
C (2.0829, -3.5994, 2.8216)  -0.141
C (-0.9554, -1.7781, 3.6144)  -0.412
C (-1.2589, -3.1165, 3.8328)  -0.213
C (-2.3611, -3.4570, 4.6061)  -0.210
C (-3.1588, -2.4628, 5.1569)  -0.210
C (-2.8711, -1.1258, 4.9133)  -0.228
C (-1.7701, -0.7823, 4.1427)  -0.126
H (3.3284, -0.1621, 2.6318)  0.265
H (4.8832, 0.7677, 4.3025)  0.212
H (4.2667, 0.7735, 6.7118)  0.200
H (2.1152, -0.2041, 7.4317)  0.200
H (0.5550, -1.1333, 5.7584)  0.219
H (1.5094, -2.3968, -1.5209)  0.235
H (2.8074, -4.0664, -0.9108)  0.216
H (3.8664, -5.5426, 0.7292)  0.198
H (3.3585, -5.2931, 3.1550)  0.200
H (1.9132, -3.4184, 3.8786)  0.200
H (-0.6442, -3.8901, 3.3870)  0.231
H (-2.6026, -4.5008, 4.7679)  0.205
H (-4.0099, -2.7319, 5.7703)  0.205
H (-3.5134, -0.3503, 5.3118)  0.215
H (-1.5457, 0.2557, 3.9253)  0.235
Se (2.0841, 0.1853, -3.3218)  -0.219
C (0.7639, 0.1372, -4.6845)  -0.146
C (0.9650, 0.8110, -5.8947)  -0.302
C (0.0328, 0.6878, -6.9108)  0.017
N (-1.0805, -0.0451, -6.8305)  -0.477
C (-1.2846, -0.6628, -5.6617)  0.029
C (-0.4184, -0.6020, -4.5825)  -0.298
H (1.8499, 1.4203, -6.0300)  0.211
H (0.1836, 1.2101, -7.8535)  0.167
H (-2.1992, -1.2454, -5.5905)  0.180
H (-0.6628, -1.1132, -3.6613)  0.232
C (0.9502, -2.2209, -0.6011)  -0.608
C (-0.4184, -2.8092, -0.8138)  0.105
C (-1.3874, -2.9560, 0.1791)  -0.256
C (-2.6130, -3.5530, -0.0798)  -0.196
C (-2.9159, -4.0204, -1.3498)  -0.251
C (-1.9762, -3.8700, -2.3594)  -0.217
C (-0.7495, -3.2778, -2.0909)  -0.258
H (-1.2085, -2.5667, 1.1653)  0.200
H (-3.3507, -3.6199, 0.7126)  0.205
H (-3.8766, -4.4774, -1.5527)  0.199
H (-2.1950, -4.2158, -3.3634)  0.199
H (-0.0219, -3.1695, -2.8881)  0.212

Atoms 1-2, force components in eV/Å:
-0.2 0.2 -1.1
0.2 0.0 0.1

The calculation puts the LUMO energy (alpha / beta) at 3.88 / 3.66 eV. As for the spin multiplicity: 5. As for the net charge: -2. The gap between HOMO and LUMO (alpha / beta) comes out at 4.9 / 6.1 eV. The total energy is -344260.5459 eV. The molar mass comes out at 1152.42 g/mol. Its relative energy (zero: lowest compared OMol25 entry of this formula, charge and spin) is 0.0 kJ/mol.

=====

Q: Among the records above, which one has the lowest relative energy (zero: lowest compared OMol25 entry of this formula, charge and spin)?
A: C31H26AsBr2IrNOS3SbSe

=====

Q: Number 2 is which compound?
A: H2N2O2S

=====

Q: Which formula does entry 1 have?
A: C27H21MoO4